A cluster of 2 separate species, C4H10N2O2 in total in a non-equilibrium geometry, computed with the ωB97M-V functional and the def2-TZVPD basis.

The geometry in ORCA input format:
```
! RIJCOSX wB97M-V def2-TZVPD def2/J DEFGRID3
* xyz 0 1
N 2.320 -1.887 1.478
C 1.600 -0.826 0.973
C 0.666 -1.181 -0.045
N -0.123 -0.165 -0.531
C -0.235 1.154 0.184
C -1.071 2.121 -0.636
O -2.665 -0.496 -1.003
O 0.392 -2.356 -0.288
H 3.300 -1.848 1.184
H 1.874 -2.684 0.997
H -3.026 -0.725 -1.864
H -2.013 1.593 -0.858
H 1.752 0.096 1.513
H -1.082 -0.563 -0.843
H 0.807 1.481 0.293
H -0.715 0.911 1.135
H -0.555 2.313 -1.586
H -1.227 3.062 -0.103
*
```

Output
* HOMO energy: -7.66 eV
* relative energy (zero: lowest compared OMol25 entry of this formula, charge and spin): 146.6 kcal per mole
* orbital gap: 0.152 Ha

Let us look at the Mulliken charges, expressed in e, one per atom:
1. N -0.409
2. C -0.365
3. C 0.801
4. N -0.132
5. C -0.268
6. C -1.257
7. O -0.934
8. O -0.651
9. H 0.323
10. H 0.357
11. H 0.201
12. H 0.347
13. H 0.363
14. H 0.294
15. H 0.324
16. H 0.328
17. H 0.311
18. H 0.366

=====

A cluster of 2 separate species, C14H16 in total in a non-equilibrium geometry, computed with the ωB97M-V functional and the def2-TZVPD basis.

The geometry in ORCA input format:
```
! RIJCOSX wB97M-V def2-TZVPD def2/J DEFGRID3
* xyz 0 1
C -2.817 0.139 2.520
C -1.888 -0.968 2.064
C -1.478 -1.052 0.763
C -0.630 -2.069 0.257
C -0.178 -3.105 1.016
C -0.527 -2.961 2.383
C -1.314 -1.980 2.932
H -3.206 -0.084 3.503
H -3.763 0.155 1.949
H -2.329 1.096 2.386
H -1.823 -0.296 0.052
H -0.244 -2.044 -0.740
H 0.511 -3.893 0.733
H 0.135 -3.435 3.128
H -1.375 -1.929 4.019
C 3.302 0.407 -2.158
C 1.955 1.132 -1.921
C 1.378 1.015 -0.628
C 0.272 1.819 -0.429
C -0.245 2.612 -1.445
C 0.200 2.570 -2.753
C 1.446 1.904 -2.924
H 3.230 -0.030 -3.154
H 3.293 -0.437 -1.447
H 4.169 1.035 -2.054
H 1.786 0.270 0.042
H -0.252 1.778 0.525
H -1.105 3.251 -1.248
H -0.328 3.220 -3.434
H 1.825 1.879 -3.939
*
```

Output
* HOMO energy: -9.04 eV
* relative energy (zero: lowest compared OMol25 entry of this formula, charge and spin): 27.4 kcal per mole
* orbital gap: 0.367 Ha
* SMILES: Cc1ccccc1.Cc1ccccc1

Let us look at the Mulliken charges, expressed in e, one per atom:
1. C -1.292
2. C 0.677
3. C -0.293
4. C -0.411
5. C -0.709
6. C -0.294
7. C -0.502
8. H 0.386
9. H 0.326
10. H 0.265
11. H 0.442
12. H 0.433
13. H 0.383
14. H 0.249
15. H 0.337
16. C -1.318
17. C 1.001
18. C -0.660
19. C -0.291
20. C -0.478
21. C -0.529
22. C -0.456
23. H 0.335
24. H 0.342
25. H 0.299
26. H 0.343
27. H 0.397
28. H 0.325
29. H 0.367
30. H 0.327

=====

A structure of composition C28H41BClF5IN3O8PS in a non-equilibrium geometry, computed with the ωB97M-V functional and the def2-TZVPD basis.

The geometry in ORCA input format:
```
! RIJCOSX wB97M-V def2-TZVPD def2/J DEFGRID3
* xyz 1 1
C 4.529 0.897 1.381
C 3.790 1.052 -0.087
C 2.281 0.595 0.148
F 1.727 1.599 1.025
C 1.299 0.200 -1.117
C 2.308 -0.808 -1.837
C 1.991 -2.016 -2.767
C 3.318 -2.256 -3.710
F 0.885 -2.082 -3.651
C -0.007 -0.482 -0.315
C -0.669 -1.802 -0.967
C -1.900 -2.468 -0.194
O 0.054 -0.841 1.000
C 0.520 -1.725 1.907
C 1.251 -3.123 1.662
C 2.709 -3.087 0.989
O 0.453 -4.186 1.088
C -0.987 0.891 -0.210
N -1.296 0.915 1.196
C -1.152 1.795 2.051
O -0.619 2.700 2.756
B -2.571 0.786 -0.746
O -3.567 1.554 0.017
O -3.109 -0.031 -1.764
C -4.359 0.449 -2.326
C -0.377 2.095 -1.150
Cl -1.733 2.806 -2.245
P -0.146 3.844 -0.284
S -0.619 5.399 -1.416
N 0.811 1.455 -1.909
C 1.893 2.487 -2.171
C 1.644 3.650 -3.200
O 0.739 3.848 -4.026
I 3.237 5.194 -3.231
C 0.476 0.880 -3.292
C 1.527 0.819 -4.483
C 1.191 0.262 -5.898
C -0.282 -0.250 -6.114
C -1.158 -0.152 -4.796
N -0.778 0.336 -3.565
H 5.148 1.832 1.616
H 3.774 0.670 2.216
H 5.291 0.026 1.324
H 4.440 0.421 -0.774
H 3.976 2.145 -0.350
H 2.472 -0.333 0.819
H 2.987 -1.293 -1.026
H 3.060 -0.143 -2.427
H 1.946 -2.994 -2.140
H 4.233 -1.840 -3.172
H 3.090 -1.754 -4.714
H 3.374 -3.397 -3.894
H 0.163 -2.611 -0.914
H -0.976 -1.716 -2.056
H -2.829 -2.384 -0.884
H -2.208 -1.981 0.791
H -1.801 -3.611 -0.028
H 1.261 -1.182 2.636
H -0.339 -2.012 2.648
H 1.469 -3.503 2.744
H 3.245 -4.049 1.363
H 2.677 -3.190 -0.147
H 3.387 -2.230 1.365
H 1.036 -4.984 1.133
H -3.226 2.460 0.197
H -4.373 1.557 -2.600
H -5.224 0.118 -1.648
H -4.509 -0.131 -3.319
H -1.155 4.045 0.744
H 1.111 3.988 0.364
H 2.898 1.996 -2.488
H 2.257 3.005 -1.196
H 2.600 1.184 -4.372
H 1.970 0.267 -6.740
H -0.671 -0.650 -7.106
H -2.232 -0.560 -4.934
C -2.112 1.234 5.576
C -3.458 0.721 5.102
O -3.880 -0.398 5.894
C -4.481 -0.100 7.068
O -4.669 1.021 7.466
C -4.921 -1.376 7.782
F -3.972 -2.337 7.756
F -6.023 -1.913 7.216
F -5.217 -1.170 9.078
H -1.375 0.427 5.587
H -1.752 2.033 4.925
H -2.176 1.621 6.595
H -3.373 0.363 4.072
H -4.215 1.510 5.106
*
```

Output
* HOMO energy: -11.29 eV
* orbital gap: 0.289 Ha

Let us look at the Mulliken charges, expressed in e, one per atom:
1. C -1.025
2. C -0.134
3. C -0.479
4. F -0.451
5. C 1.020
6. C -1.890
7. C -0.086
8. C -1.184
9. F -0.324
10. C 0.572
11. C -0.183
12. C -1.219
13. O 0.010
14. C -0.848
15. C -0.032
16. C -0.745
17. O -0.484
18. C -0.314
19. N -0.221
20. C 0.861
21. O -0.591
22. B 1.132
23. O -0.533
24. O -0.508
25. C -0.786
26. C 0.080
27. Cl -0.190
28. P -0.007
29. S -0.251
30. N 1.654
31. C -1.197
32. C -0.520
33. O -0.362
34. I 0.053
35. C -0.346
36. C -0.594
37. C -0.582
38. C -0.839
39. C -0.275
40. N 0.629
41. H 0.341
42. H 0.270
43. H 0.296
44. H 0.180
45. H 0.367
46. H -0.072
47. H 0.822
48. H 0.517
49. H 0.440
50. H 0.280
51. H 0.243
52. H 0.397
53. H 0.218
54. H 0.270
55. H 0.269
56. H 0.161
57. H 0.352
58. H 0.351
59. H 0.379
60. H 0.490
61. H 0.518
62. H 0.140
63. H 0.128
64. H 0.357
65. H 0.361
66. H 0.245
67. H 0.284
68. H 0.209
69. H 0.198
70. H 0.188
71. H 0.863
72. H 0.772
73. H 0.330
74. H 0.421
75. H 0.373
76. H 0.247
77. C -0.972
78. C -0.107
79. O -0.359
80. C 0.350
81. O -0.500
82. C 0.875
83. F -0.243
84. F -0.244
85. F -0.238
86. H 0.267
87. H 0.178
88. H 0.402
89. H 0.252
90. H 0.326

=====

A structure of composition C2FGdLi2O2 in a non-equilibrium geometry, computed with the ωB97M-V functional and the def2-TZVPD basis.

The geometry in ORCA input format:
```
! RIJCOSX wB97M-V def2-TZVPD def2/J DEFGRID3
* xyz 0 8
C -0.298 -1.193 0.067
O 0.816 -1.721 0.483
Gd 1.690 0.962 -0.380
F 0.289 2.185 0.343
C -1.247 -0.500 -0.303
O -2.232 0.332 -0.404
Li -1.423 1.740 0.542
Li 2.404 -1.806 -0.348
*
```

Output
* HOMO energy (spin up / spin down): -5.99 / -6.40 eV
* orbital gap (spin up / spin down): 0.198 / 0.207 Ha
* <S²>: 16.173

Let us look at the Mulliken charges, expressed in e, one per atom:
1. C 0.338
2. O -0.813
3. Gd 0.670
4. F -0.608
5. C 0.074
6. O -0.952
7. Li 0.858
8. Li 0.433

=====

A cluster of 2 separate species, C3H6O4 in total in a non-equilibrium geometry, computed with the ωB97M-V functional and the def2-TZVPD basis.

The geometry in ORCA input format:
```
! RIJCOSX wB97M-V def2-TZVPD def2/J DEFGRID3
* xyz 0 3
C -0.731 1.147 2.055
C 0.353 -0.009 -1.718
C 0.693 -1.065 -0.517
O 0.475 1.257 -1.513
O 0.210 1.508 1.324
O -0.062 -0.556 -2.731
O -0.584 -1.264 0.060
H -1.644 0.760 1.659
H 1.239 -0.583 0.214
H 1.227 -1.971 -0.918
H 0.691 1.393 -0.529
H -0.644 1.011 3.146
H -1.223 -1.629 -0.532
*
```

Output
* HOMO energy (spin up / spin down): -7.63 / -9.76 eV
* relative energy (zero: lowest compared OMol25 entry of this formula, charge and spin): 0.0 kcal per mole
* orbital gap (spin up / spin down): 0.308 / 0.240 Ha
* <S²>: 2.006

Let us look at the Mulliken charges, expressed in e, one per atom:
1. C -0.451
2. C 0.669
3. C -0.559
4. O -0.423
5. O -0.307
6. O -0.565
7. O -0.458
8. H 0.362
9. H 0.411
10. H 0.253
11. H 0.426
12. H 0.316
13. H 0.326

=====

A structure of composition C27H47AlBe2Cl3F6IN2O13S in a non-equilibrium geometry, computed with the ωB97M-V functional and the def2-TZVPD basis.

The geometry in ORCA input format:
```
! RIJCOSX wB97M-V def2-TZVPD def2/J DEFGRID3
* xyz 0 1
O 2.801 5.932 2.087
C 2.456 5.933 0.947
F 1.998 7.063 0.360
N 2.466 4.772 0.179
C 2.949 5.009 -1.134
O 4.031 4.657 -1.465
F 2.167 5.657 -2.029
Al 0.780 3.781 0.247
I -0.136 4.114 2.659
C -0.667 4.497 -0.976
C -1.101 5.922 -0.522
F -2.438 5.901 -0.140
H 1.056 2.222 -0.019
H -0.441 4.450 -2.069
H -1.557 3.864 -0.822
H -0.469 6.248 0.297
H -0.985 6.619 -1.364
Be 0.382 4.310 -3.804
C -2.683 -1.708 4.531
C -3.823 -1.861 3.546
O -4.588 -0.686 3.355
C -4.135 0.364 2.487
O -3.809 -0.073 1.289
C -3.007 1.279 3.094
F -3.184 1.451 4.416
F -3.090 2.497 2.541
F -1.764 0.827 2.921
H -2.988 -1.110 5.390
H -2.350 -2.688 4.878
H -1.830 -1.231 4.076
H -4.526 -2.583 3.971
H -3.488 -2.288 2.596
H -5.013 1.038 2.538
C -2.654 -0.422 -1.385
C -1.164 -0.674 -0.924
O -0.769 0.427 -0.352
H -2.716 0.405 -2.092
H -3.026 -1.322 -1.882
H -3.293 -0.208 -0.531
H -0.633 -0.997 -1.846
H -1.185 -1.597 -0.321
O -0.263 -4.069 -0.232
S -0.518 -5.295 -0.926
O -0.460 -6.561 -0.256
O 0.402 -5.354 -2.228
C 1.824 -5.173 -2.079
C 2.519 -6.420 -1.562
C -2.066 -5.170 -1.755
H 2.032 -4.312 -1.441
H 2.198 -4.939 -3.074
H 2.246 -6.644 -0.516
H 3.602 -6.291 -1.597
H 2.243 -7.289 -2.161
H -2.094 -4.234 -2.306
H -2.846 -5.188 -0.996
H -2.174 -6.020 -2.424
C 3.868 7.538 7.064
C 4.878 8.399 6.949
C 5.426 8.768 5.624
O 6.363 9.549 5.518
C 4.813 8.149 4.431
C 3.804 7.283 4.535
C 3.250 6.910 5.866
O 2.337 6.129 5.971
H 3.455 7.255 8.024
H 5.343 8.864 7.810
H 5.230 8.436 3.470
H 3.353 6.819 3.661
N 7.894 6.612 4.720
H 7.474 7.528 4.933
H 8.854 6.589 5.068
H 7.349 5.874 5.171
H 7.894 6.465 3.708
C 1.453 0.130 3.129
O 0.836 -0.915 3.244
O 2.214 0.629 3.992
O 1.461 0.859 2.112
Be 1.708 -6.801 1.500
C -0.819 -7.284 -5.049
C -1.010 -8.161 -6.282
C -2.002 -7.582 -7.289
C -3.432 -7.419 -6.770
C -4.084 -8.702 -6.257
C -4.240 -9.773 -7.332
H -1.748 -7.175 -4.487
H -0.079 -7.726 -4.380
H -0.466 -6.289 -5.329
H -1.320 -9.164 -5.975
H -0.043 -8.280 -6.779
H -2.007 -8.214 -8.182
H -1.641 -6.603 -7.620
H -4.047 -7.005 -7.575
H -3.446 -6.673 -5.970
H -5.075 -8.453 -5.867
H -3.517 -9.108 -5.414
H -4.842 -9.403 -8.165
H -4.740 -10.653 -6.923
H -3.275 -10.097 -7.724
C -0.224 9.142 2.272
Cl -0.707 10.740 1.686
Cl -0.208 9.109 4.042
Cl -1.278 7.890 1.629
H 0.783 8.947 1.924
*
```

Output
* HOMO energy: -6.81 eV
* orbital gap: 0.101 Ha

These are the Mulliken partial charges, in e, on atoms 1 to 99:
1. O -0.668
2. C 0.352
3. F -0.277
4. N 0.380
5. C 0.566
6. O -0.503
7. F -0.204
8. Al -0.156
9. I -0.300
10. C 0.401
11. C 0.338
12. F -0.342
13. H -0.204
14. H -0.608
15. H 0.541
16. H -0.513
17. H 0.213
18. Be -0.053
19. C -0.787
20. C -0.167
21. O -0.402
22. C -0.032
23. O -0.566
24. C 0.701
25. F -0.304
26. F -0.193
27. F -0.141
28. H 0.257
29. H 0.411
30. H -0.010
31. H 0.327
32. H 0.211
33. H 0.164
34. C -0.805
35. C 0.199
36. O -0.124
37. H 0.353
38. H 0.303
39. H 0.242
40. H 0.244
41. H 0.122
42. O -0.491
43. S 1.054
44. O -0.589
45. O -0.189
46. C -0.352
47. C -0.330
48. C -0.846
49. H 0.329
50. H 0.292
51. H -0.356
52. H 0.426
53. H 0.216
54. H 0.271
55. H 0.432
56. H 0.172
57. C -0.441
58. C -0.503
59. C -0.048
60. O -0.591
61. C -0.083
62. C -0.614
63. C 0.132
64. O -0.489
65. H 0.449
66. H 0.460
67. H 0.558
68. H 1.307
69. N -0.403
70. H 0.213
71. H 0.404
72. H 0.392
73. H 0.397
74. C 0.888
75. O -0.421
76. O -0.355
77. O -0.251
78. Be -0.038
79. C -0.777
80. C -0.505
81. C -0.768
82. C -0.660
83. C -0.339
84. C -1.213
85. H 0.018
86. H 0.344
87. H 0.326
88. H 0.280
89. H 0.371
90. H 0.328
91. H 0.348
92. H 0.396
93. H 0.281
94. H 0.357
95. H 0.250
96. H 0.296
97. H 0.378
98. H 0.287
99. C 0.388